No. 1
# C12Cl13O2SiSr

A molecular structure, C12Cl13O2SiSr (the ωB97M-V functional and the def2-TZVPD basis, the Open Molecules 2025 dataset).

Structure (ORCA input):
```
! wB97M-V def2-TZVPD RIJCOSX def2/J DEFGRID3
* xyz -1 1
Sr 0.87479 -0.61375 0.10902
Cl -3.85431 -3.80205 2.48093
Cl -1.04767 1.42225 4.36786
Cl 3.32348 4.25685 -2.80629
Cl -0.23284 2.51851 -6.47102
Cl 4.90951 -2.72950 -0.90650
Cl -4.84127 -2.38312 5.08856
Cl -1.47335 -2.60113 0.85293
Cl -3.42574 0.23763 6.02974
Cl -1.12160 0.24596 -4.50533
Cl 2.41692 1.97357 -0.87142
Cl 4.49873 -2.30823 2.31852
Cl 2.85195 -4.67651 0.74857
Cl 1.99749 4.53534 -5.62689
Si 3.36173 -2.61986 0.54641
O 0.32145 0.28006 -1.96656
O -0.39506 -0.14895 1.99675
C 0.68170 1.20653 -2.77290
C 2.09177 3.15565 -3.29527
C -1.36157 -0.63501 2.68167
C -3.52795 -1.72677 4.18143
C -3.08771 -2.35664 3.02138
C -1.83726 -0.02496 3.86858
C 1.68575 2.14442 -2.43951
C -2.03416 -1.81879 2.30019
C 0.10613 1.36789 -4.05748
C 0.50629 2.37564 -4.91928
C 1.50264 3.28117 -4.54963
C -2.88984 -0.55622 4.59553
*
```

Results
Largest force on an atom = 0.14 eV/A
E_HOMO = -0.2149 Eh
LUMO energy = 0.0739 Eh
Molar mass = 752.72 g/mol

***

No. 2
# C12H10AsIrN4S4

A molecular structure, C12H10AsIrN4S4 (the ωB97M-V functional and the def2-TZVPD basis, the Open Molecules 2025 dataset).

Structure (ORCA input):
```
! wB97M-V def2-TZVPD RIJCOSX def2/J DEFGRID3
* xyz -1 6
Ir -0.34335 1.70237 0.85492
As -3.77418 1.20009 0.93892
S -4.30129 1.59770 -1.10107
S -2.06730 -0.07572 1.29268
S -5.66986 0.23950 1.18561
S -1.26237 3.68339 0.61130
N -0.20482 1.62268 -3.39627
N -0.46751 1.30728 -1.25473
N 1.00826 -5.64369 1.06205
N 0.08595 2.05691 3.94438
C -0.07005 1.95120 2.80288
C 1.28647 -2.30871 2.12767
C -1.00315 0.50812 -3.25968
C 0.09149 2.07342 -2.16221
C 1.56315 -1.07259 -0.33854
C 1.72898 1.18029 0.75359
C 1.39888 -2.43985 -0.27848
C 1.26125 -3.07427 0.95753
C -1.16033 0.32532 -1.92373
C 1.44961 -0.94269 2.06235
C 1.59253 -0.28370 0.82592
C 1.11265 -4.49772 1.01978
H -1.72193 -0.41796 -1.38597
H 0.08649 2.04819 -4.25692
H 2.25919 1.60480 1.60093
H -1.39172 -0.03036 -4.10430
H 1.38010 -3.03055 -1.18547
H 2.16969 1.50661 -0.18893
H 1.16956 -2.79704 3.08621
H 0.68497 2.94778 -1.95744
H 1.43746 -0.35124 2.96974
H 1.67122 -0.58955 -1.30270
*
```

Results
<S²> = 8.789
Largest force on an atom = 0.20 eV/A
E_HOMO (alpha / beta) = -0.1502 / -0.2018 Eh
LUMO energy (alpha / beta) = 0.0782 / 0.0314 Eh
Molar mass = 605.65 g/mol

***

DFT total energy values, unit hartree, following the record order: -6910.8785, -4615.2184.